(1)
Formula: C3H10NO3
Source: OMol25
Level of theory: ωB97M-V/def2-TZVPD

Calculated values
Energy relative to the best compared isomer or geometry (same formula, charge and spin), eV: 3.5928
Total charge: +1
E_HOMO, eV: -14.1
Frontier orbital gap, eV: 10.477

CARTESIAN COORDINATES (ANGSTROEM)
C -0.0067 -0.0569 -0.3987
C 1.1375 0.0381 0.4695
C 1.0926 -0.2400 1.8975
O 0.5055 -1.4091 2.1083
O 1.3598 0.5475 2.7506
N -1.3024 0.5134 0.2152
H 0.5031 0.4098 -1.5227
H -0.4451 -1.2187 -0.7804
H 1.4528 1.0904 0.4653
H 2.0653 -0.5515 0.1010
H 0.7656 -1.8511 3.0535
H -1.7616 -0.0121 1.0294
H -1.9454 0.4199 -0.5212
H -1.2587 1.4866 0.6343
H -0.5402 1.0284 -3.4690
H -0.9953 -0.5068 -3.1916
O -0.6266 0.3122 -2.8410

Forces on the atoms, in the same order (eV/Å):
-0.408 -3.273 -4.036
3.856 0.609 0.118
-1.477 0.087 1.259
0.739 -3.323 3.248
0.750 0.260 0.541
0.748 0.692 2.375
-2.783 -1.008 3.781
1.697 3.304 1.463
0.181 -0.108 -0.289
-1.676 0.855 0.044
-1.054 1.927 -3.020
1.430 0.060 -1.268
-1.442 0.646 -1.365
0.152 -0.936 -1.224
-0.358 -0.271 -0.836
0.108 0.469 -0.773
-0.462 0.011 -0.017

=====

(2)
Formula: CH3O4P
Source: OMol25
Level of theory: ωB97M-V/def2-TZVPD

Calculated values
Energy relative to the best compared isomer or geometry (same formula, charge and spin), eV: 6.7230
Total charge: 0
E_HOMO (alpha / beta), eV: -11.4 / -11.4
Frontier orbital gap (alpha / beta), eV: 8.869 / 7.849

CARTESIAN COORDINATES (ANGSTROEM)
C 0.2243 1.2151 -0.0549
O -2.0327 -0.4823 0.0317
O 0.9505 -2.0011 0.2830
O -0.1430 -1.2988 -1.3822
O 0.3093 -1.2440 1.0967
P -0.6302 -0.4562 -0.2299
H 0.9885 0.8646 0.6291
H 0.7623 1.5853 -0.9553
H -0.4290 1.8174 0.5818

Forces on the atoms, in the same order (eV/Å):
0.020 -2.258 0.230
-2.318 0.071 0.849
0.958 -0.625 0.170
0.798 -0.763 -0.729
-0.538 -0.233 -0.291
1.416 2.912 -0.198
0.651 0.428 0.162
-1.039 0.032 0.623
0.051 0.436 -0.816

=====

(3)
Formula: C6H9NO
Source: OMol25
Level of theory: ωB97M-V/def2-TZVPD

Calculated values
Energy relative to the best compared isomer or geometry (same formula, charge and spin), eV: 4.5102
Total charge: 0
E_HOMO (alpha / beta), eV: -7.2 / -7.2
Frontier orbital gap (alpha / beta), eV: 7.427 / 8.046

CARTESIAN COORDINATES (ANGSTROEM)
C 1.4066 -1.0472 0.2587
C 2.1939 0.9659 -0.4280
C -1.6493 0.7615 -0.6972
C -0.0108 -0.8976 0.3214
C -0.6388 0.4556 0.3779
C -0.8112 -1.9813 0.4062
O 2.3480 -0.1269 0.2681
N -0.2305 1.2557 1.2668
H 1.8162 -2.0431 0.3809
H -0.7554 2.1297 1.3008
H 2.9252 1.7441 -0.2836
H 1.4047 1.1839 -1.1292
H -1.2073 0.6039 -1.6817
H -2.0047 1.7887 -0.6231
H -2.4998 0.0857 -0.6128
H -1.8805 -1.8973 0.4969
H -0.4062 -2.9815 0.3779

Forces on the atoms, in the same order (eV/Å):
-1.273 -1.665 0.703
0.573 2.379 -0.735
-0.170 0.016 0.282
1.061 0.538 -0.295
0.064 0.350 -0.270
-0.198 -0.498 -0.199
0.245 -0.176 -0.325
-0.133 -0.095 0.619
-0.026 0.070 0.154
0.079 0.015 -0.366
0.153 -0.197 0.296
-0.303 -0.683 0.117
0.032 -0.033 -0.011
0.006 -0.003 0.023
-0.057 -0.028 -0.088
-0.134 0.085 0.014
0.080 -0.076 0.082

=====

(4)
Formula: C65H165N9O16
Source: OMol25
Level of theory: ωB97M-V/def2-TZVPD

Calculated values
Total charge: 0
E_HOMO, eV: -8.3
Frontier orbital gap, eV: 8.582

CARTESIAN COORDINATES (ANGSTROEM)
C -8.2878 -8.6038 -12.4102
C -8.5483 -7.6934 -13.5921
O -9.1833 -8.4226 -14.6526
H -7.8256 -7.9810 -11.6345
H -7.6507 -9.4462 -12.6685
H -9.2166 -8.9673 -11.9640
H -7.6235 -7.2545 -13.9669
H -9.2229 -6.8667 -13.3423
H -10.1095 -8.5212 -14.3821
C -11.2034 -1.8509 -7.3578
C -12.2837 -0.8132 -7.6209
O -12.0016 -0.2006 -8.8674
H -11.5291 -2.5513 -6.5849
H -10.2235 -1.5003 -7.0397
H -11.1057 -2.4041 -8.2946
H -12.3318 -0.1515 -6.7464
H -13.2752 -1.2747 -7.6154
H -12.7996 0.1562 -9.2644
C -8.1430 -5.1833 -10.1861
C -8.7533 -3.8278 -10.4502
O -9.3810 -3.8927 -11.7363
H -8.8924 -5.9820 -10.2713
H -7.6601 -5.3967 -9.2322
H -7.4438 -5.4914 -10.9682
H -7.9135 -3.1233 -10.4286
H -9.4937 -3.4978 -9.7185
H -9.9559 -3.1180 -11.7178
C -13.8384 -12.7043 -6.8152
C -14.5566 -12.5172 -8.1502
O -14.0152 -13.4751 -9.0833
H -12.8197 -13.0768 -6.8925
H -14.3731 -13.4660 -6.2425
H -13.8576 -11.7554 -6.2754
H -14.4117 -11.5264 -8.5872
H -15.6330 -12.6934 -8.1169
H -14.6996 -14.1097 -9.3024
C -13.6886 -2.9872 -13.2085
C -12.8476 -1.9684 -13.9751
O -12.6980 -0.8810 -13.0383
H -13.7434 -3.9733 -13.6717
H -14.7276 -2.6622 -13.1523
H -13.2469 -3.1209 -12.2220
H -13.4091 -1.5326 -14.8040
H -11.8658 -2.3733 -14.2257
H -12.2079 -0.1784 -13.4779
C -14.3716 -5.0072 -4.2016
C -13.9541 -3.7017 -4.8522
O -14.8852 -2.6788 -4.5780
H -15.2885 -5.4102 -4.6472
H -14.6103 -4.9937 -3.1367
H -13.6426 -5.8002 -4.3893
H -13.8346 -3.8692 -5.9291
H -12.9431 -3.4249 -4.5304
H -15.2273 -2.3286 -5.4341
C -10.7489 -9.2821 -5.1127
C -9.5875 -8.9222 -4.1853
O -8.4355 -8.5943 -4.9802
H -11.5805 -9.7145 -4.5542
H -10.4878 -10.0743 -5.8178
H -11.0253 -8.3882 -5.6700
H -9.3794 -9.7918 -3.5607
H -9.9269 -8.0124 -3.6845
H -7.7504 -8.4888 -4.3089
C -18.5259 -10.2178 -3.3261
C -18.0761 -10.7712 -4.7103
C -17.7472 -12.2850 -4.4365
C -17.7850 -13.0681 -5.7560
C -19.0870 -12.8807 -6.5423
C -19.3021 -11.4147 -6.9111
N -19.1562 -10.6285 -5.6812
O -19.4039 -9.2600 -5.9520
C -18.3769 -11.0232 -8.0701
C -20.7479 -11.2870 -7.4451
C -16.7270 -10.1566 -5.1206
H -19.2506 -10.8501 -2.8192
H -18.8677 -9.1975 -3.5072
H -17.6594 -10.1537 -2.6644
H -16.7388 -12.3569 -4.0351
H -18.4884 -12.7215 -3.7686
H -17.6776 -14.1240 -5.4802
H -16.8984 -12.9451 -6.3822
H -19.9090 -13.2964 -5.9514
H -19.0365 -13.6324 -7.3353
H -18.6539 -10.1011 -8.5796
H -17.3298 -10.9170 -7.7856
H -18.4638 -11.8384 -8.7920
H -21.4964 -11.6457 -6.7416
H -20.9596 -10.2416 -7.6920
H -20.8244 -11.7386 -8.4357
H -15.9881 -10.2231 -4.3227
H -16.8183 -9.0920 -5.3489
H -16.3591 -10.7049 -5.9885
H -20.3597 -9.1697 -5.8599
C -16.2488 -7.7106 1.2330
C -14.8876 -7.4668 0.5788
C -13.8704 -8.5432 1.0322
C -13.9955 -9.8882 0.2815
C -14.0009 -9.6865 -1.2319
C -14.9922 -8.6120 -1.6854
N -14.8225 -7.4088 -0.8820
O -15.5524 -6.3111 -1.4147
C -14.6458 -8.3404 -3.1544
C -16.4082 -9.1982 -1.6027
C -14.3378 -6.1447 1.1404
H -16.9840 -6.9419 0.9761
H -16.0550 -7.5853 2.2998
H -16.7404 -8.6617 1.0439
H -12.8428 -8.2204 0.8682
H -14.0948 -8.7629 2.0768
H -14.9177 -10.4099 0.5485
H -13.1672 -10.5421 0.5598
H -14.2550 -10.6553 -1.6730
H -13.0111 -9.4632 -1.6408
H -14.6673 -9.2662 -3.7322
H -15.3958 -7.7016 -3.6269
H -13.6848 -7.8382 -3.2620
H -16.5482 -9.8956 -2.4322
H -16.6069 -9.7630 -0.6961
H -17.1726 -8.4247 -1.7209
H -14.0299 -6.2381 2.1839
H -15.0733 -5.3496 1.0415
H -13.3981 -5.9632 0.6167
H -16.4780 -6.5841 -1.2862
C -11.3688 -6.0411 -8.1960
C -12.3948 -6.4017 -9.2652
C -11.9258 -7.7497 -9.8469
C -12.3113 -8.9724 -8.9800
C -13.8191 -8.9276 -8.7837
C -14.2369 -7.6562 -8.0199
N -13.7571 -6.4548 -8.7131
O -14.0780 -5.3078 -7.9875
C -15.7824 -7.6568 -8.0688
C -13.8300 -7.7655 -6.5393
C -12.4833 -5.3640 -10.3953
H -10.4408 -5.7812 -8.7190
H -11.0842 -6.8616 -7.5356
H -11.5602 -5.1467 -7.6005
H -12.2470 -7.9016 -10.8789
H -10.8342 -7.8096 -9.8827
H -11.7576 -8.9151 -8.0417
H -12.0692 -9.9225 -9.4618
H -14.0540 -9.8293 -8.2071
H -14.4000 -9.0332 -9.7030
H -16.2078 -8.5707 -7.6454
H -16.1090 -6.8267 -7.4343
H -16.2367 -7.5452 -9.0545
H -13.5164 -8.7498 -6.1917
H -12.9956 -7.0979 -6.3152
H -14.6489 -7.4069 -5.9143
H -12.6340 -4.3604 -9.9886
H -13.3170 -5.5047 -11.0869
H -11.5948 -5.3523 -11.0340
H -14.8631 -4.9554 -8.4174
C -18.1312 -6.9396 -4.3492
C -18.2056 -5.5424 -4.9004
C -19.6189 -5.2502 -5.3686
O -19.6729 -3.9611 -5.9345
C -20.9028 -3.5702 -6.4688
N -17.7565 -4.5839 -3.8853
H -18.3962 -7.6850 -5.1064
H -18.9338 -7.0826 -3.6141
H -17.1921 -7.2049 -3.8655
H -17.5830 -5.4935 -5.8081
H -20.3031 -5.3569 -4.5123
H -20.0067 -6.0023 -6.0693
H -21.6018 -3.3886 -5.6409
H -21.3404 -4.3160 -7.1436
H -20.8221 -2.6327 -7.0183
H -16.7946 -4.7971 -3.6476
H -17.7483 -3.6702 -4.3270
C -6.4132 -10.9515 -8.4513
C -7.7016 -10.1169 -8.6433
C -8.8940 -10.9465 -8.1873
O -9.1934 -11.9076 -9.1856
C -10.2637 -12.7867 -8.8942
N -7.5237 -8.9145 -7.8021
H -6.5345 -11.8519 -9.0590
H -6.2135 -11.1965 -7.4102
H -5.5672 -10.4039 -8.8660
H -7.8459 -9.9132 -9.7037
H -9.7323 -10.2691 -7.9792
H -8.6765 -11.5156 -7.2738
H -9.9938 -13.7583 -9.3066
H -11.2130 -12.4350 -9.2967
H -10.3181 -12.9504 -7.8125
H -8.2733 -8.2740 -8.0674
H -7.7516 -9.1489 -6.8323
C -19.9334 -6.3037 -9.6497
C -19.9434 -7.5190 -10.5943
C -18.5023 -7.9971 -10.8458
O -17.7479 -7.0751 -11.5918
C -16.5920 -7.6569 -12.1459
N -20.7053 -8.5625 -9.9351
H -20.9393 -6.0490 -9.3130
H -19.5458 -5.4458 -10.2000
H -19.3609 -6.4978 -8.7387
H -20.3988 -7.1594 -11.5173
H -18.5725 -8.9603 -11.3726
H -17.9714 -8.1849 -9.9023
H -16.0380 -8.2590 -11.4203
H -15.9434 -6.9260 -12.6283
H -16.8834 -8.3070 -12.9838
H -20.0877 -8.9170 -9.2040
H -20.7860 -9.3967 -10.5173
C -18.0427 -1.2064 -7.9644
C -17.2369 -2.3187 -7.2809
C -17.0572 -3.6089 -8.0438
O -16.4319 -3.3868 -9.2829
C -16.5254 -4.4307 -10.2170
N -15.8845 -1.7168 -7.0010
H -19.0556 -1.5438 -8.2063
H -17.5326 -0.8104 -8.8429
H -18.1852 -0.3770 -7.2684
H -17.7715 -2.5904 -6.3675
H -18.0429 -4.0633 -8.1942
H -16.4252 -4.2531 -7.4141
H -16.0537 -5.3382 -9.8121
H -16.0028 -4.1137 -11.1158
H -17.5385 -4.7675 -10.4508
H -15.4952 -2.0401 -7.8959
H -15.9171 -0.7189 -7.1756
C -5.8791 -5.4370 -4.6746
C -5.9286 -4.1805 -5.5596
C -7.1361 -3.2813 -5.3646
O -8.3433 -3.8190 -5.8508
C -9.0309 -4.8210 -5.1585
N -4.6938 -3.4208 -5.2946
H -6.7354 -6.1006 -4.8292
H -5.8808 -5.2115 -3.6033
H -4.9633 -6.0063 -4.8363
H -5.9022 -4.4667 -6.6143
H -7.0016 -2.3776 -5.9564
H -7.2004 -3.0252 -4.2978
H -9.0982 -4.6480 -4.0775
H -8.5980 -5.8222 -5.2603
H -10.0399 -4.8882 -5.5643
H -4.7376 -2.9249 -4.4121
H -3.9052 -4.0488 -5.2533
C -12.9300 -6.1212 -15.0620
C -12.0950 -7.1601 -15.8299
C -12.2838 -8.5413 -15.2015
O -11.8936 -8.5256 -13.8512
C -12.2920 -9.6942 -13.1582
N -12.5906 -7.1474 -17.2245
H -12.9275 -5.1440 -15.5471
H -12.6036 -5.9932 -14.0242
H -13.9933 -6.3799 -14.9742
H -11.0531 -6.8564 -15.7129
H -11.7282 -9.3025 -15.7617
H -13.3532 -8.7368 -15.3741
H -11.9266 -10.5707 -13.7023
H -13.3765 -9.7276 -13.0159
H -11.8063 -9.6224 -12.1855
H -12.9301 -6.2092 -17.4442
H -13.5620 -7.4807 -17.1273

Forces on the atoms, in the same order (eV/Å):
-0.028 0.845 0.540
-0.817 -0.440 -0.422
0.310 0.131 -0.097
0.241 -0.312 0.061
0.049 0.022 -0.015
-0.079 -0.131 -0.209
-0.002 -0.162 -0.142
0.244 0.087 0.381
0.271 -0.025 0.089
-0.498 -0.626 -0.257
0.118 -0.332 0.812
0.119 0.300 0.104
-0.099 0.006 -0.018
-0.090 0.441 -0.206
0.252 -0.197 0.124
0.188 0.612 -0.386
0.094 -0.320 -0.289
-0.052 0.008 0.113
-0.488 -1.641 -0.218
0.797 -0.423 0.079
-0.030 0.586 0.435
-0.291 0.249 0.060
0.030 0.708 0.144
0.198 0.551 -0.047
-0.271 0.349 -0.212
0.122 -0.277 0.267
-0.095 -0.132 -0.526
-0.969 0.175 0.179
0.741 -0.812 -0.695
-0.045 0.122 -0.128
0.083 0.303 -0.462
-0.007 0.136 0.201
0.098 -0.104 0.278
0.089 -0.220 0.141
-0.037 0.226 0.470
0.029 -0.046 -0.055
-0.039 -0.262 -0.521
-0.764 0.425 1.193
0.363 0.010 -0.071
0.301 0.083 -0.201
0.091 0.265 0.353
-0.180 0.083 0.110
0.307 -0.584 -0.501
-0.092 0.008 -0.366
-0.017 0.001 0.089
-0.285 -0.731 -0.235
0.094 -0.321 -0.042
-0.093 0.111 -0.169
0.026 0.215 -0.382
0.475 0.442 0.044
0.220 0.193 0.162
-0.250 0.004 -0.074
-0.076 0.164 0.361
0.233 -0.012 0.272
0.530 -0.354 -0.142
-0.954 -0.123 -1.316
-0.159 -0.207 0.877
-0.166 0.496 0.167
0.301 0.129 -0.081
-0.331 -0.122 -0.030
0.097 0.345 0.450
0.308 -0.279 0.742
0.334 0.157 -0.449
0.115 0.175 -1.180
0.718 -1.090 1.649
-0.655 0.591 -1.923
0.102 -1.076 0.606
0.892 -0.916 0.977
-0.408 -0.394 -0.536
-0.931 -0.651 0.265
0.196 -0.052 -0.340
0.287 -0.248 -0.130
0.437 0.985 -0.222
-0.487 0.423 -0.329
-0.440 0.071 -0.363
-0.298 -0.146 0.483
-2.160 -0.679 -1.041
-0.102 0.057 0.408
0.066 0.031 0.152
-0.255 -0.096 -0.065
-0.060 0.649 -0.037
-0.111 0.560 0.324
-0.098 0.770 -0.752
-0.111 0.038 0.216
-0.037 -0.115 0.052
0.208 0.141 -0.211
0.021 -0.183 -0.086
-0.102 0.056 0.356
-0.070 -0.591 0.255
-0.299 -0.356 -0.153
0.038 -0.142 -0.221
0.247 0.199 -0.037
0.049 0.012 0.168
-0.286 0.344 0.129
0.783 -0.221 0.267
-0.756 -1.209 -0.631
-0.051 0.524 -0.201
0.268 -0.271 0.467
-0.119 -0.719 -0.151
1.126 0.501 -0.216
-0.444 -0.949 0.491
-0.552 0.570 -0.044
0.833 0.314 -0.119
0.286 -0.314 -0.247
0.144 0.112 -0.123
-0.323 -0.225 0.081
0.303 -0.181 0.070
-0.044 0.404 0.294
0.476 0.309 0.186
-0.007 0.044 0.194
-0.040 -0.027 0.085
-0.248 0.144 -0.278
0.093 0.265 0.313
0.431 0.111 0.306
0.197 0.041 0.092
0.069 -0.107 0.127
1.688 0.737 0.810
0.036 0.068 0.142
-0.033 -0.113 0.002
-0.421 -0.181 0.129
0.281 0.223 -0.123
-0.256 0.506 -0.257
-0.103 0.521 -0.180
1.304 0.892 -0.295
-0.130 0.221 0.150
0.178 -1.251 0.218
-0.703 0.800 -1.140
0.695 -0.154 0.862
-0.921 -1.143 -0.197
-0.711 -1.904 -1.012
0.365 0.309 0.601
-0.074 0.522 0.567
0.308 0.785 0.313
0.515 0.549 -0.158
0.016 -0.087 -0.007
-0.342 -0.102 0.021
-0.564 -0.134 0.015
-0.362 0.146 0.050
0.082 0.719 -0.173
-0.248 -0.151 0.204
0.382 0.120 -0.112
-0.440 0.576 0.316
0.341 0.230 -0.319
0.225 -0.028 0.160
-0.346 -0.026 -0.104
0.464 0.155 -0.144
-0.242 -0.206 -0.254
0.007 0.023 -0.076
0.040 -0.155 0.108
0.198 0.011 0.110
-0.175 -0.544 0.290
0.209 0.043 0.287
0.074 0.158 -0.195
-1.054 -0.630 0.013
0.452 0.088 -0.247
-0.682 -0.157 0.544
0.757 0.159 -0.368
-0.807 -0.065 0.530
-0.588 -0.059 -0.470
0.497 0.308 0.019
0.189 0.259 0.285
0.015 0.243 -0.153
0.141 -0.002 -0.033
0.045 0.437 0.180
0.444 -0.041 -0.347
-0.190 -0.090 -0.161
0.125 -0.114 0.042
0.406 -0.043 0.045
-0.073 0.168 0.069
0.128 0.134 0.304
-0.504 0.129 -1.361
1.189 -0.868 1.635
-0.303 -0.368 -0.277
-0.087 0.254 -0.366
0.779 -0.104 0.407
-1.002 0.107 -0.726
0.194 -0.226 0.302
-0.156 0.016 0.069
0.059 0.051 0.163
0.100 0.456 0.049
-0.237 -0.110 -0.152
0.138 0.325 0.286
-0.232 0.028 -0.305
-0.113 0.005 0.065
-0.306 0.141 0.077
0.206 0.225 0.162
0.236 0.016 -0.257
-0.200 0.035 -0.298
0.807 1.045 0.917
-0.320 -0.240 -0.374
0.098 0.556 -0.111
-0.188 -0.563 -0.818
0.165 -0.969 -0.002
-0.114 -0.126 -0.212
0.203 0.058 0.295
0.273 0.017 -0.122
-0.100 -0.513 -0.173
0.121 -0.002 -0.133
-0.311 -0.084 0.166
0.111 0.149 0.091
-0.079 0.409 0.539
-0.039 -0.281 0.190
-0.341 0.265 0.339
-0.207 0.280 -0.283
-0.650 -0.505 0.107
-0.225 1.646 0.392
-0.412 -0.140 0.058
0.079 0.874 -0.172
0.199 -0.856 0.330
-0.263 -1.326 -1.421
0.127 0.012 -0.316
-0.112 -0.212 -0.149
0.160 -0.041 0.106
0.283 0.045 0.096
0.057 -0.151 0.128
-0.200 -0.240 -0.003
0.212 -0.040 -0.260
-0.026 -0.031 -0.024
-0.142 0.520 -0.003
1.095 0.289 0.490
-0.227 0.178 0.464
-0.814 -0.353 0.115
1.102 -0.509 0.512
0.012 -0.374 0.215
-0.263 0.165 -0.496
0.020 -0.651 0.510
-0.339 0.651 -0.455
0.261 -0.065 -0.163
-0.046 0.414 -0.057
-0.014 0.004 -0.300
-0.065 -0.124 0.029
0.176 0.107 0.159
-0.212 0.114 0.050
-0.002 0.342 0.014
0.090 0.092 -0.248
-0.025 0.256 -0.037
-0.056 -0.097 0.062
0.086 -0.018 0.009
-0.096 -0.008 0.988
-0.849 1.247 0.701
-0.345 0.442 -1.304
-0.405 0.248 -0.106
0.460 0.184 0.085
-1.020 -0.377 0.147
0.350 0.001 -0.070
0.197 0.055 -0.138
0.043 -0.373 -0.258
0.103 -0.128 -0.617
0.085 -0.004 0.023
-0.076 -0.392 0.619
-0.179 -0.149 0.186
0.001 -0.061 -0.146
-0.061 -0.267 0.005
1.177 0.410 -0.069
0.433 -0.921 -0.147

=====

Summary of largest force on an atom in eV/A
5.21; 3.24; 2.56; 2.49
(order as listed above)
Summary of molar mass in g/mol
108.1; 110.0; 111.1; 1329.1
(order as listed above)
Summary of E_tot in Eh
-400.4526; -682.0472; -363.8585; -4271.8040
(order as listed above)